Entry one
The following is a quantum chemistry calculation of C11H15N as an isolated structure, from OMol25.

Values from the calculation:
HOMO level: -8.34 eV
Orbital gap: 0.3385 Eh

Geometry as ORCA input:
```
! RIJCOSX wB97M-V def2-TZVPD def2/J DEFGRID3
* xyz 0 1
C -0.18542 -2.42160 -1.08936
C 0.77970 -1.31654 -1.27135
C 0.27084 0.00417 -1.41622
C 1.55865 1.13718 -1.36247
C 2.15019 1.17255 0.02623
C 0.71955 1.02784 0.85760
C 0.37453 1.82132 2.00137
C -0.87658 1.35202 2.51408
C -1.81723 0.43349 1.75351
C -1.42481 0.01391 0.58036
C -0.17893 0.32468 0.03002
H -1.62143 -3.46118 -1.82283
H -2.44780 -1.83819 -1.27814
H -0.20396 -2.84736 0.24336
H 0.59519 -3.15337 -1.53471
H 1.14635 -1.36024 0.02144
H 1.57348 -1.82066 -2.03386
H -0.39631 0.14384 -2.19289
H 2.15452 0.71991 -2.38909
H 1.27560 2.18011 -1.74000
H 2.73560 2.04054 0.25110
H 2.67407 0.15591 0.28401
H 0.84643 3.02465 2.49389
H -1.21647 1.99232 3.32188
H -2.65089 0.25691 2.32674
H -2.38828 -0.51427 0.10192
N -1.47129 -2.40186 -1.68507
*
```

Löwdin population analysis, charges in e, atoms 1 to 2: -0.426, -0.277

=====

Entry two
The following is a quantum chemistry calculation of a 2-piece molecular cluster, C11H15N overall, from OMol25.

Values from the calculation:
HOMO level: -7.80 eV
Structure (SMILES): Cc1c[nH]c2ccccc12.CC
Orbital gap: 0.3226 Eh

Geometry as ORCA input:
```
! RIJCOSX wB97M-V def2-TZVPD def2/J DEFGRID3
* xyz 0 1
C -2.25312 0.26022 0.70301
C -1.83327 -0.23434 -0.62894
C -2.57645 -0.82393 -1.60272
N -1.79271 -1.19402 -2.70094
C -0.48683 -0.90283 -2.36252
C 0.70540 -1.03703 -3.11391
C 1.88575 -0.79044 -2.40243
C 1.90286 -0.32368 -1.09405
C 0.71796 -0.09806 -0.40571
C -0.47286 -0.37094 -1.07674
H -1.56589 0.91516 1.23560
H -2.44104 -0.52056 1.45629
H -3.23255 0.75863 0.72090
H -3.58800 -1.22047 -1.55851
H -2.10228 -1.51777 -3.60540
H 0.87668 -1.38000 -4.12676
H 2.80512 -0.91341 -2.95340
H 2.82392 -0.06928 -0.58843
H 0.69729 0.35412 0.55938
C 0.95375 1.81307 2.88691
C 1.54704 0.42243 3.03374
H 0.59650 1.92355 1.84511
H 0.00662 2.06223 3.38398
H 1.61835 2.65357 3.09410
H 2.25226 0.37309 3.87378
H 2.16153 0.18515 2.15746
H 0.79396 -0.32449 3.27017
*
```

Löwdin population analysis, charges in e, atoms 1 to 2: -0.048, -0.222

=====

Stability ranking, top and bottom: entry two is the most stable and entry one is the least stable.

=====

Entry one
The following is a quantum chemistry calculation of C2H9N2 as an isolated structure, from OMol25.

Values from the calculation:
HOMO level: -13.88 eV
Orbital gap: 0.3759 Eh

Geometry as ORCA input:
```
! RIJCOSX wB97M-V def2-TZVPD def2/J DEFGRID3
* xyz 1 1
C -1.37607 -0.54869 0.05999
C 0.37107 -0.08857 -0.54665
N 1.34607 -0.93366 0.01148
N 0.51051 1.29529 0.21531
H -1.19337 -0.47484 1.12590
H -1.31888 -1.44484 -0.53440
H -1.92146 0.23801 -0.31320
H 0.25984 0.20821 -1.64818
H 1.40953 -1.86296 -0.27832
H 1.21842 -1.03428 1.05185
H 1.19602 1.62566 -0.42217
H 1.01634 1.13680 1.07501
H -0.31244 1.87534 0.14727
*
```

Löwdin population analysis, charges in e, atoms 1 to 2: 0.058, -0.272

=====

Entry two
The following is a quantum chemistry calculation of a 2-piece molecular cluster, C2H9N2 overall, from OMol25.

Values from the calculation:
HOMO level: -16.38 eV
Orbital gap: 0.4531 Eh

Geometry as ORCA input:
```
! RIJCOSX wB97M-V def2-TZVPD def2/J DEFGRID3
* xyz 1 1
C 1.57347 1.48932 0.95942
H 1.60254 1.72131 2.01688
H 2.29456 2.19604 0.55537
H 1.71225 0.46772 0.63949
H 0.59864 1.88441 0.66790
N -2.08690 -1.11947 -0.27331
C -0.98328 -0.54097 -0.67084
N 0.16553 -1.13498 -0.76875
H -2.20314 -2.12546 -0.33270
H -2.90303 -0.54553 -0.14077
H -0.97573 0.54138 -0.78845
H 0.93011 -0.70878 -1.27010
H 0.27498 -2.12499 -0.59415
*
```

Löwdin population analysis, charges in e, atoms 1 to 2: -0.038, 0.029

=====

Stability ranking, top and bottom: entry two is the most stable and entry one is the least stable.

=====

Entry one
The following is a quantum chemistry calculation of C4H6N2 as an isolated structure, from OMol25.

Values from the calculation:
HOMO level: -9.13 eV
Orbital gap: 0.3654 Eh

Geometry as ORCA input:
```
! RIJCOSX wB97M-V def2-TZVPD def2/J DEFGRID3
* xyz 0 1
C 1.43591 -0.38564 -0.00685
N 0.06656 -0.78520 -0.28015
C -0.76960 0.17639 -1.05292
C -1.01425 -0.14841 0.34922
C -1.99668 -0.50856 1.36763
N -1.34384 0.53598 1.80183
H 1.79572 -0.93820 0.86465
H 1.55083 0.69905 0.18266
H 2.05454 -0.65528 -0.86766
H -1.40170 -0.26997 -1.81471
H -0.30668 1.13009 -1.31875
H -0.58701 1.00224 1.03243
*
```

Löwdin population analysis, charges in e, atoms 1 to 2: -0.089, -0.081

=====

Entry two
The following is a quantum chemistry calculation of one molecule with the formula C4H6N2, from OMol25.

Values from the calculation:
HOMO level: -9.06 eV
Structure (SMILES): Cn1ccnc1
Orbital gap: 0.3645 Eh

Geometry as ORCA input:
```
! RIJCOSX wB97M-V def2-TZVPD def2/J DEFGRID3
* xyz 0 1
C 1.13852 0.13407 1.27749
N 0.25401 0.06591 0.10846
C -1.03923 -0.49723 0.12828
C -1.47369 -0.41058 -1.10541
N -0.60271 0.28336 -1.93762
C 0.41017 0.52856 -1.14350
H 2.16028 -0.19143 1.01972
H 1.16106 1.15221 1.68050
H 0.57815 -0.48938 2.01473
H -1.37520 -1.09594 1.00059
H -2.45469 -0.61984 -1.65655
H 1.24333 1.14028 -1.38668
*
```

Löwdin population analysis, charges in e, atoms 1 to 2: -0.020, -0.143

=====

Entry three
The following is a quantum chemistry calculation of a 2-piece molecular cluster, C4H6N2 overall, from OMol25.

Values from the calculation:
HOMO level (spin up / spin down): -7.35 / -8.55 eV
Orbital gap (spin up / spin down): 0.2724 / 0.3081 Eh

Geometry as ORCA input:
```
! RIJCOSX wB97M-V def2-TZVPD def2/J DEFGRID3
* xyz 0 1
C -1.34996 -0.32535 -0.08173
C -0.09877 -0.57940 0.10278
C -2.47382 0.31544 0.00686
C 2.10593 1.06707 0.04940
N -3.65352 0.48101 -0.03442
N 0.68261 -1.67709 0.01243
H 2.25943 1.32547 -0.95535
H 2.94710 0.40235 0.56122
H 1.94313 1.91534 0.54072
H -4.08645 1.30146 0.15170
H 0.09402 -2.43214 -0.27986
H 1.63030 -1.79417 -0.07375
*
```

Löwdin population analysis, charges in e, atoms 1 to 2: -0.051, -0.140

=====

Stability ranking, top and bottom: entry two is the most stable and entry three is the least stable.

=====

Entry one
The following is a quantum chemistry calculation of C3HHgLiO4 as an isolated structure, from OMol25.

Values from the calculation:
HOMO level (spin up / spin down): -12.51 / -11.61 eV
Orbital gap (spin up / spin down): 0.2854 / 0.1648 Eh

Geometry as ORCA input:
```
! RIJCOSX wB97M-V def2-TZVPD def2/J DEFGRID3
* xyz 1 2
O -0.84773 -0.75256 0.95055
C -1.39951 0.12803 0.31859
O -2.07828 1.09125 0.44308
Li 0.33803 -2.83510 0.74626
O 1.48193 -1.51525 0.07730
C 1.25067 -0.25378 0.48324
C 1.07728 0.60490 -0.46000
O 0.00283 1.22655 -0.87986
Hg -1.44939 3.33938 -0.60056
H 1.62419 -1.03341 -1.07861
*
```

Löwdin population analysis, charges in e, atoms 1 to 2: 0.083, -0.361

=====

Entry two
The following is a quantum chemistry calculation of C3HHgLiO4 as an isolated structure, from OMol25.

Values from the calculation:
HOMO level (spin up / spin down): -11.57 / -11.31 eV
Orbital gap (spin up / spin down): 0.2405 / 0.1916 Eh

Geometry as ORCA input:
```
! RIJCOSX wB97M-V def2-TZVPD def2/J DEFGRID3
* xyz 1 2
O 1.25869 -0.69329 0.96104
C 1.50156 0.45632 0.68486
O 2.49711 0.86887 -0.01535
Li 1.33774 -2.41055 0.24839
O 0.45439 1.48698 0.27355
H 2.01006 1.70770 -0.57313
C -0.71225 1.06115 -0.25601
C -1.67834 0.30066 -0.38716
O -2.15693 -0.85660 -0.42333
Hg -4.51203 -1.92122 -0.51284
*
```

Löwdin population analysis, charges in e, atoms 1 to 2: 0.047, -0.440

=====

Stability ranking, top and bottom: entry two is the most stable and entry one is the least stable.